Record 1
79
Properties=species:S:1:pos:R:3:mulliken_charge:R:1 method="wB97M-V/def2-TZVPD" max_force_ev_per_a=0.417 charge=-2 homo_lumo_gap_ev=5.68
Pd -0.6956 0.6270 -0.2776 0.086
C 2.4461 -0.9115 -3.2821 -0.739
N 2.5151 0.3715 -2.5867 0.049
C 1.5037 1.3122 -3.0312 -0.785
C 2.7597 0.3263 -1.2269 0.355
N 1.9611 0.9379 -0.4160 0.266
C 2.3626 1.2743 0.8733 -0.077
C 3.5621 1.9259 1.1539 -0.122
C 3.8764 2.3395 2.4429 -0.676
C 2.9850 2.0993 3.4790 -0.886
C 1.7841 1.4522 3.2142 -0.124
C 1.4509 1.0470 1.9231 -0.448
N 0.2780 0.3386 1.6613 -1.151
C -0.8839 0.7876 2.0898 0.709
N -1.1439 2.1147 2.4617 1.080
C -0.4961 3.2076 1.7687 -1.469
C -1.6267 2.4331 3.7825 -1.551
N -1.8467 -0.1287 2.5397 0.117
C -1.5344 -1.5197 2.2575 -0.932
C -3.2201 0.1847 2.1807 -1.234
N 3.8502 -0.4215 -0.8609 0.556
C 5.0771 -0.4328 -1.6361 -1.173
C 3.8527 -1.1839 0.3716 -0.952
H 2.6189 -0.7514 -4.3478 0.327
H 1.4500 -1.3580 -3.1642 0.154
H 3.1803 -1.6179 -2.9019 0.220
H 1.5739 1.4019 -4.1175 0.298
H 1.6699 2.2850 -2.5728 0.275
H 0.4887 0.9953 -2.7653 0.103
H 4.2496 2.1122 0.3363 0.392
H 4.8155 2.8460 2.6331 0.383
H 3.2223 2.4078 4.4906 0.368
H 1.0842 1.2438 4.0166 0.431
H -0.2865 2.8955 0.7411 0.293
H 0.4439 3.5119 2.2461 0.282
H -1.1762 4.0647 1.7444 0.613
H -2.0173 1.5378 4.2618 0.482
H -2.4220 3.1862 3.7298 0.289
H -0.8215 2.8405 4.4130 0.348
H -0.5307 -1.7544 2.6007 0.324
H -1.5781 -1.7201 1.1775 0.203
H -2.2607 -2.1491 2.7749 0.317
H -3.4935 1.1807 2.5250 0.307
H -3.8845 -0.5392 2.6578 0.493
H -3.3417 0.1379 1.0902 0.254
H 4.9403 0.1690 -2.5316 0.397
H 5.3517 -1.4517 -1.9145 0.250
H 5.8898 0.0077 -1.0417 0.341
H 2.8327 -1.4927 0.6013 0.260
H 4.2614 -0.6256 1.2211 0.233
H 4.4539 -2.0801 0.2073 0.362
F -3.5717 -4.5659 -3.8921 -0.333
C -3.3142 -3.3292 -3.4355 0.743
C -2.3828 -2.5266 -4.0655 0.068
F -1.7330 -2.9951 -5.1418 -0.319
C -2.1424 -1.2467 -3.5972 0.148
F -1.2373 -0.5251 -4.2717 -0.398
C -2.7999 -0.7070 -2.4956 0.199
Se -2.5037 1.0843 -1.8845 -0.410
C -3.7334 -1.5476 -1.8972 0.488
F -4.4543 -1.1281 -0.8413 -0.317
C -3.9933 -2.8306 -2.3410 -0.253
F -4.9146 -3.5958 -1.7284 -0.330
C -5.5114 1.9764 0.1056 -0.537
N -4.9896 3.3142 0.3284 0.288
C -5.7098 4.4784 0.2778 -0.100
C -4.8335 5.4752 0.5937 -0.765
N -3.5912 4.9531 0.8372 -0.584
C -3.7178 3.6548 0.6653 0.105
H -6.4380 2.0577 -0.4605 0.305
H -5.7162 1.4803 1.0554 0.206
H -4.7870 1.3990 -0.4698 0.031
H -6.7551 4.4862 0.0198 0.373
H -5.0248 6.5348 0.6498 0.396
H -2.9450 2.9047 0.7658 0.102
O 5.5962 -3.7399 -2.1602 -0.656
N 4.9007 -4.5389 -1.4844 0.947
O 5.4619 -5.3429 -0.7126 -0.686
O 3.6586 -4.5019 -1.5646 -0.611


Record 2
70
Properties=species:S:1:pos:R:3:mulliken_charge:R:1 method="wB97M-V/def2-TZVPD" max_force_ev_per_a=1.387 charge=+1 homo_lumo_gap_ev=7.25
C 3.1910 1.7669 -3.0687 -1.242
N 3.4202 0.3362 -3.0077 0.498
C 4.2560 0.0029 -1.8708 -1.118
C 3.9401 -0.1696 -4.2721 -0.837
C 3.8876 -1.6928 -4.3706 -0.742
C 2.4765 -2.2387 -4.1718 -0.986
N 1.9602 -1.9800 -2.8353 0.053
C 2.1577 -2.9275 -1.8572 -0.099
O 2.8585 -3.8950 -2.0182 -0.597
C 1.3447 -2.7141 -0.6110 0.666
C -0.0480 -2.7762 -0.7059 -0.352
C -0.8221 -2.5708 0.4166 -0.816
C -0.1872 -2.3513 1.6282 0.335
S -1.2206 -1.9646 3.0109 1.440
O -2.5637 -2.3686 2.8118 -0.629
O -0.5980 -2.0946 4.2766 -0.643
N -1.2800 -0.0366 2.7920 0.495
C -0.1137 0.4908 3.5002 -1.283
C -2.6243 0.4592 3.2288 0.150
C -2.6041 1.8925 3.7580 -0.665
C -4.0193 2.3052 4.1695 -0.969
C -4.9798 2.2049 2.9912 -0.604
C -4.9902 0.7815 2.4482 -1.045
C -3.5799 0.3529 2.0410 -0.408
C 1.1886 -2.3922 1.7653 -0.701
C 1.9590 -2.5875 0.6318 -0.659
C 1.3887 -0.7732 -2.5347 0.510
N 1.2397 -0.3643 -1.3168 0.173
C 0.3807 0.6838 -1.2290 -0.831
C 0.0626 1.3658 -0.0589 -0.778
C -0.8605 2.3921 -0.1060 -0.752
C -1.4530 2.7292 -1.3180 0.354
F -2.3654 3.7150 -1.3232 -0.350
C -1.1451 2.0929 -2.5074 -0.828
C -0.2232 1.0656 -2.4502 1.180
S 0.3772 0.0658 -3.7403 -0.448
H 2.7444 2.0981 -2.1315 0.329
H 2.5068 1.9976 -3.8844 0.368
H 4.1207 2.3271 -3.2287 0.367
H 4.3932 -1.0736 -1.8060 0.339
H 3.7557 0.3374 -0.9625 0.296
H 5.2414 0.4811 -1.9324 0.308
H 3.3207 0.2519 -5.0692 0.381
H 4.9750 0.1698 -4.4348 0.395
H 4.2282 -1.9821 -5.3650 0.483
H 4.5559 -2.1582 -3.6465 0.303
H 2.4839 -3.3229 -4.3040 0.556
H 1.7878 -1.7892 -4.8918 0.509
H -0.5178 -2.9545 -1.6609 0.536
H -1.8991 -2.5893 0.3759 0.523
H -1.1791 0.1633 1.7893 -0.158
H -0.1935 0.2433 4.5571 0.373
H -0.0307 1.5697 3.3792 0.448
H 0.7852 0.0188 3.1063 0.507
H -2.9501 -0.2145 4.0281 0.293
H -1.9513 1.9800 4.6260 0.514
H -2.2515 2.5711 2.9783 0.101
H -3.9945 3.3273 4.5474 0.403
H -4.3636 1.6579 4.9776 0.393
H -5.9828 2.4866 3.3092 0.353
H -4.6731 2.8973 2.2047 0.309
H -5.6492 0.7137 1.5830 0.376
H -5.3661 0.0978 3.2103 0.382
H -3.2255 1.0036 1.2353 0.250
H -3.6087 -0.6744 1.6790 0.319
H 1.6358 -2.2905 2.7415 0.680
H 3.0345 -2.6194 0.7013 0.534
H 0.5876 1.1100 0.8483 0.726
H -1.1179 2.9631 0.7727 0.506
H -1.6131 2.3964 -3.4290 0.529


Highest occupied orbital energy readings, ordered: -1.53, -10.61 eV
Energy relative to the best compared isomer or geometry (same formula, charge and spin) readings, ordered: 0.0, 0.0 kJ/mol
E_LUMO readings, ordered: 0.153, -0.123 Ha